Entry 1:
Here is one molecule with the formula C15H14FN3O2 from the OMol25 dataset. Energies are from ωB97M-V with the def2-TZVPD basis set.

Each line ends with the natural charge from an NBO analysis.
Atoms and positions in Å:
O 2.71885 -1.20130 1.14723  -0.632
C 1.86826 -0.66387 0.46962  0.664
C 2.10334 0.68462 -0.23500  -0.315
N 1.25673 1.73888 0.28016  -0.590
C -0.01504 1.88887 -0.13485  0.679
O -0.52249 1.12639 -0.94798  -0.657
C -0.78507 3.05257 0.39790  -0.229
C -1.93602 3.40991 -0.30633  -0.130
C -2.73227 4.46355 0.09564  -0.230
C -2.40144 5.18714 1.23010  -0.168
C -1.27411 4.84899 1.95705  -0.284
C -0.48403 3.79598 1.53541  0.424
F 0.60351 3.50185 2.28934  -0.332
N 0.63830 -1.15418 0.25338  -0.622
C 0.19950 -2.42399 0.79510  -0.248
C 0.19828 -3.49132 -0.26637  -0.077
C 1.39534 -3.93135 -0.82264  -0.165
C 1.36147 -4.89525 -1.81495  -0.251
C 0.12558 -5.38342 -2.21489  0.031
N -1.01741 -4.97226 -1.69534  -0.413
C -0.97867 -4.04992 -0.75032  0.033
H 3.14662 0.97007 -0.09919  0.230
H 1.88605 0.56033 -1.30083  0.230
H 1.63182 2.29991 1.02627  0.422
H -2.18190 2.82738 -1.18133  0.245
H -3.61290 4.71935 -0.47266  0.222
H -3.01925 6.01048 1.55355  0.221
H -0.99480 5.38693 2.84930  0.234
H 0.01179 -0.64592 -0.36347  0.435
H -0.80132 -2.30712 1.22005  0.205
H 0.90620 -2.68830 1.58808  0.242
H 2.33192 -3.52038 -0.47359  0.229
H 2.27079 -5.26121 -2.26615  0.219
H 0.04284 -6.13818 -2.98595  0.191
H -1.94050 -3.74525 -0.35635  0.188

M in g mol⁻¹: 287.3
SMILES string: O=C(CNC(=O)c1ccccc1F)NCc1cccnc1
Energy above the lowest of the compared OMol25 structures with the same formula, charge and spin in kJ/mol: 0.0
HOMO level in eV: -9.316
Kohn-Sham gap in eV: 9.6
Charge: 0



Entry 2:
Here is one molecule with the formula C15H14FNO4 from the OMol25 dataset. Energies are from ωB97M-V with the def2-TZVPD basis set.

Each line ends with the natural charge from an NBO analysis.
Atoms and positions in Å:
O 3.60114 2.71980 -0.94697  -0.584
C 3.34712 1.54733 -0.90636  0.799
O 2.61921 0.94804 -1.86221  -0.705
C 3.82398 0.60155 0.16599  -0.498
C 2.85969 -0.55848 0.44810  -0.435
C 1.51975 -0.05441 0.87387  0.137
C 1.20235 0.67564 1.99259  -0.288
C -0.17710 0.92909 1.95621  -0.264
C -0.67114 0.36118 0.80369  0.107
C -2.03828 0.40544 0.30406  -0.075
C -3.09548 0.14166 1.17628  -0.171
C -4.40540 0.20190 0.74378  -0.276
C -4.65692 0.53018 -0.57659  0.398
F -5.93515 0.58193 -1.01002  -0.324
C -3.63508 0.81557 -1.46312  -0.282
C -2.32837 0.75668 -1.01593  -0.187
N 0.37787 -0.22875 0.14181  -0.325
C 0.26564 -1.09755 -0.99434  -0.335
C 0.57508 -2.55083 -0.65754  0.782
O 1.02635 -3.34406 -1.43681  -0.586
O 0.25805 -2.85368 0.60019  -0.677
H 2.37059 1.59949 -2.53704  0.503
H 4.78789 0.20562 -0.16569  0.238
H 3.99586 1.19048 1.06724  0.240
H 2.77589 -1.18319 -0.44046  0.225
H 3.28940 -1.16665 1.24854  0.230
H 1.88598 0.99145 2.75553  0.219
H -0.74363 1.49237 2.67077  0.222
H -2.87679 -0.12036 2.19980  0.225
H -5.22808 -0.00416 1.41012  0.232
H -3.86805 1.08844 -2.48040  0.231
H -1.52834 1.02377 -1.69098  0.214
H 0.92680 -0.78167 -1.80785  0.249
H -0.76717 -1.07771 -1.35611  0.258
H 0.44636 -3.78614 0.78986  0.504

M in g mol⁻¹: 291.3
SMILES string: O=C(O)CCc1ccc(-c2ccc(F)cc2)n1CC(=O)O
Energy above the lowest of the compared OMol25 structures with the same formula, charge and spin in kJ/mol: 0.0
HOMO level in eV: -7.866
Kohn-Sham gap in eV: 8.3
Charge: 0



Entry 3:
Here is one molecule with the formula C15H14N2O3 from the OMol25 dataset. Energies are from ωB97M-V with the def2-TZVPD basis set.

Each line ends with the natural charge from an NBO analysis.
Atoms and positions in Å:
C -1.84945 -1.10954 2.69337  -0.640
C -2.23910 0.14520 1.98020  0.069
C -3.51012 0.69415 2.13783  -0.288
C -3.80494 1.88046 1.49142  0.062
N -2.95390 2.50900 0.70015  -0.460
C -1.75135 1.97418 0.51676  0.377
N -0.94043 2.73121 -0.33029  -0.604
C 0.03780 2.41251 -1.21557  0.674
O 0.56988 3.27095 -1.88305  -0.581
C 0.39503 0.93224 -1.38216  -0.025
C 1.06612 0.70482 -2.73999  -0.086
O 1.34924 -0.66201 -2.92338  -0.477
C 1.93137 -1.24895 -1.83147  0.224
C 2.53871 -2.48939 -1.98463  -0.236
C 3.15487 -3.10105 -0.91034  -0.215
C 3.18035 -2.47603 0.32635  -0.240
C 2.56229 -1.25206 0.49533  -0.189
C 1.92758 -0.63778 -0.57611  0.201
O 1.28880 0.56042 -0.34880  -0.492
C -1.33922 0.80914 1.15792  -0.317
H -2.57205 -1.89878 2.49251  0.227
H -0.86339 -1.44530 2.38285  0.222
H -1.83746 -0.93809 3.76921  0.228
H -4.24238 0.21315 2.76713  0.218
H -4.76835 2.35900 1.60475  0.196
H -1.25091 3.69632 -0.40058  0.427
H -0.51798 0.31586 -1.32309  0.197
H 0.40780 1.00489 -3.55591  0.211
H 1.98570 1.30221 -2.77751  0.202
H 2.51781 -2.94867 -2.95984  0.228
H 3.62496 -4.06327 -1.04142  0.216
H 3.67401 -2.94499 1.16325  0.215
H 2.55871 -0.74954 1.44997  0.216
H -0.33001 0.44973 1.05514  0.242

M in g mol⁻¹: 270.3
SMILES string: Cc1ccnc(NC(=O)[C@H]2COc3ccccc3O2)c1
Energy above the lowest of the compared OMol25 structures with the same formula, charge and spin in kJ/mol: 97.0
HOMO level in eV: -8.592
Kohn-Sham gap in eV: 9.3
Charge: 0



Entry 4:
Here is one molecule with the formula C15H14N2O6 at a distorted geometry from the OMol25 dataset. Energies are from ωB97M-V with the def2-TZVPD basis set.

Each line ends with the natural charge from an NBO analysis.
Atoms and positions in Å:
O 1.72932 3.97215 1.46163  -0.633
C 1.78063 3.07231 0.57519  0.783
O 1.91161 1.87924 0.90284  -0.696
C 1.43923 3.06696 -1.05900  -0.409
C -0.12648 2.74735 -1.10742  -0.167
N -0.31685 1.49576 -1.18733  -0.630
C -1.00859 1.03621 -0.06492  0.610
O -1.48485 1.69647 0.80172  -0.560
C -0.92136 -0.28109 0.17788  0.060
C -2.00742 -1.22924 0.17656  -0.267
C -3.27881 -1.19755 0.17158  0.285
C -4.02469 0.23137 0.32369  -0.248
C -5.40844 -0.26772 0.17002  -0.300
C -5.46321 -1.64738 0.42824  0.062
O -4.10526 -2.24671 0.34871  -0.411
N 0.35400 -0.81193 0.28989  -0.599
C 0.95661 -2.06579 0.10384  0.590
O 0.23307 -3.13512 0.07552  -0.608
C 2.42962 -2.05056 -0.11768  0.189
C 3.35918 -3.27860 0.06619  -0.236
C 4.59429 -2.97089 0.19556  -0.231
C 4.48279 -1.27364 0.27827  0.062
O 3.07451 -1.11626 0.37879  -0.361
H 1.88294 1.68270 1.86846  0.516
H 2.04963 2.50587 -1.39318  0.158
H 1.62833 4.29047 -1.34250  0.223
H -0.76620 3.36167 -0.63509  0.260
H -0.17763 3.33304 -2.28336  0.143
H 0.15273 0.68950 -1.68868  0.431
H -1.73757 -2.38832 0.25305  0.275
H -3.70069 1.19157 0.42301  0.227
H -6.15198 0.49590 0.24096  0.231
H -6.22508 -2.38829 0.39341  0.209
H 1.18967 -0.13257 0.28816  0.420
H 2.94735 -4.34871 -0.15808  0.245
H 5.50970 -3.23072 0.15099  0.209
H 5.19992 -0.68746 0.49311  0.169

M in g mol⁻¹: 318.3
SMILES string: O=C(O)CCNC(=O)/C(=C\c1ccco1)NC(=O)c1ccco1
Energy above the lowest of the compared OMol25 structures with the same formula, charge and spin in kJ/mol: 1370.5
HOMO level in eV: -6.897
Kohn-Sham gap in eV: 5.9
Charge: 0



Entry 5:
Here is C15H14N3OReS6 as an isolated structure at a distorted geometry from the OMol25 dataset. Energies are from ωB97M-V with the def2-TZVPD basis set.

Each line ends with the Löwdin spin population.
Atoms and positions in Å:
Re -0.26032 0.18761 -0.13730  2.340
C 2.32473 0.96629 -1.81867  0.013
C 1.57046 1.26070 -0.53834  0.013
O 1.30702 2.67460 -0.57205  0.017
N 2.56672 1.04844 0.63026  0.005
C 2.22101 -0.14266 1.45573  0.008
C 2.05594 -1.43600 0.69460  0.013
C 2.97631 -2.45768 0.75314  -0.002
C 2.71149 -3.64707 0.08455  0.014
C 1.51839 -3.77876 -0.60726  0.001
C 0.64100 -2.71502 -0.63955  0.017
N 0.91406 -1.55777 -0.01340  0.018
H 1.68383 1.12348 -2.68440  0.000
H 2.67010 -0.07289 -1.83670  0.000
H 3.18176 1.64088 -1.90104  0.002
H 3.47994 0.88336 0.21399  0.000
H 1.30632 0.12421 1.99929  0.003
H 2.99778 -0.23494 2.20509  0.001
H 3.88449 -2.32640 1.32909  0.000
H 3.42154 -4.46373 0.11918  0.001
H 1.25682 -4.69503 -1.11948  0.000
H -0.29810 -2.76657 -1.17211  0.003
S -2.13424 -1.05617 0.77443  0.227
S -3.17930 -1.69131 -0.86611  0.090
S -2.89362 -0.13513 -2.19322  0.057
S -0.85628 -0.12591 -2.37232  0.073
S 2.80681 2.44062 1.78836  0.008
C 0.09093 3.03812 -0.30964  0.021
N -0.89614 2.18740 -0.07025  0.031
C -2.11797 2.88862 0.12668  0.006
C -3.37071 2.34612 0.37090  0.003
C -4.44322 3.20838 0.52288  0.000
C -4.27894 4.59147 0.43544  0.002
C -3.03390 5.13788 0.18820  0.000
C -1.96360 4.26927 0.03346  0.004
S -0.29938 4.69404 -0.30148  0.008
H -3.50135 1.27589 0.44772  0.003
H -5.42745 2.79884 0.71205  0.000
H -5.13294 5.24462 0.56531  0.000
H -2.89728 6.21030 0.11719  0.000

Spin multiplicity: 4
M in g mol⁻¹: 630.9
Energy above the lowest of the compared OMol25 structures with the same formula, charge and spin in kJ/mol: 419.6
HOMO level (alpha / beta) in eV: -10.720 / -10.712
Kohn-Sham gap (alpha / beta) in eV: 5.7 / 5.5
Expectation value of S²: 3.787
Charge: +1



Entry 6:
Here is a 2-piece molecular cluster, C15H14N8O4 overall at a distorted geometry from the OMol25 dataset. Energies are from ωB97M-V with the def2-TZVPD basis set.

Each line ends with the natural charge from an NBO analysis.
Atoms and positions in Å:
O -0.54520 4.44206 -0.33256  -0.350
N -0.01876 3.32513 -0.13197  0.504
O 0.61406 2.69987 -1.01784  -0.365
C -0.07453 2.71250 1.18459  -0.035
C -0.26334 3.52967 2.33183  -0.108
C 0.05873 3.03982 3.59672  0.001
N -0.21181 3.80177 4.79921  0.497
O 0.04184 3.32636 5.91799  -0.315
O -0.72647 4.93448 4.63700  -0.377
C 0.64795 1.73306 3.72224  0.301
N 1.27642 1.02657 4.68389  -0.260
N 1.67774 -0.14097 4.11231  -0.001
N 1.33987 -0.20838 2.83634  -0.062
N 0.72659 0.96607 2.53436  -0.187
C 0.33344 1.38063 1.29034  0.144
H -0.54078 4.57441 2.20591  0.293
H 0.41520 0.70228 0.44049  0.308
C 3.64423 -1.71373 -1.89843  -0.199
C 2.94510 -2.93006 -1.80267  -0.209
C 1.55278 -2.93400 -1.71944  -0.214
C 0.86698 -1.71325 -1.66578  -0.023
C -0.61309 -1.64449 -1.55142  0.426
N -1.17186 -0.59878 -0.98697  -0.576
C -2.51916 -0.39482 -1.55797  -0.238
C -3.38466 -1.64430 -1.42607  -0.427
C -2.75944 -2.82687 -2.13295  -0.207
N -1.30897 -2.67553 -2.11272  -0.603
C 1.55605 -0.49561 -1.77383  -0.208
C 2.94218 -0.50550 -1.91382  -0.210
H 4.73234 -1.71581 -1.93475  0.219
H 3.48726 -3.87206 -1.77590  0.218
H 1.01261 -3.88652 -1.68923  0.204
H -2.99211 0.45267 -1.04661  0.200
H -2.41803 -0.15173 -2.63831  0.181
H -3.45912 -1.89989 -0.36623  0.206
H -4.40081 -1.47132 -1.78521  0.217
H -3.02203 -3.75716 -1.61706  0.198
H -3.12329 -2.88870 -3.16688  0.191
H -0.77465 -3.46215 -2.46773  0.397
H 0.99196 0.43618 -1.76666  0.247
H 3.46479 0.44807 -2.01423  0.220

M in g mol⁻¹: 370.3
SMILES string: O=[N+]([O-])c1cc([N+](=O)[O-])c2nnnn2c1.c1ccc(C2=NCCCN2)cc1
Energy above the lowest of the compared OMol25 structures with the same formula, charge and spin in kJ/mol: 0.0
HOMO level in eV: -8.792
Kohn-Sham gap in eV: 6.8
Charge: 0